1.
The following is a DFT calculation (wB97M-V/def2-TZVPD) of a gas-phase ion, C10H15N2 (charge +1).

Values from the calculation:
HOMO-LUMO gap (spin up / spin down): 0.278 / 0.259 Ha
LUMO level (spin up / spin down): -0.1258 / -0.1252 Eh
SMILES: CC1=CC(=C2CC2)[NH+]=C(C)N1C
ΔE to the lowest compared entry with this formula, charge and spin: 150.9 kcal/mol
Calculated total energy: -13581.526 eV
Total charge: +1

CARTESIAN COORDINATES (ANGSTROEM)
C  -1.460  -0.273  -2.701
C  -0.706  -0.157  -1.349
C  -1.186  0.461  -0.254
C  -0.515  0.384  0.935
C  -0.903  1.404  2.259
C  -0.772  1.644  3.707
C  -2.082  1.890  2.892
N  0.699  -0.253  0.940
C  1.296  -0.753  -0.149
C  2.706  -1.449  -0.117
N  0.660  -0.649  -1.335
C  1.290  -0.911  -2.599
H  -1.804  0.695  -2.892
H  -2.256  -0.986  -2.405
H  -0.819  -0.644  -3.409
H  -2.135  0.995  -0.481
H  -0.825  0.639  4.289
H  -0.073  2.240  4.222
H  -2.264  3.048  2.587
H  -2.879  1.287  3.215
H  0.956  -0.489  1.926
H  3.060  -1.365  0.861
H  3.277  -1.127  -0.948
H  2.322  -2.474  -0.370
H  0.624  -0.999  -3.498
H  2.069  -0.273  -2.908
H  1.720  -1.881  -2.417

Forces on atoms 1 to 3 (eV/Å):
-0.6 -0.8 4.6
0.8 0.2 -1.5
-1.7 0.2 -2.3

Atomic partial charges in e from the Mulliken method, atoms 1 to 4:
1. C -1.42
2. C 0.54
3. C -0.42
4. C 0.12

=====

2.
The following is a DFT calculation (wB97M-V/def2-TZVPD) of 2 unconnected molecules or ions with the total composition C3H12NOS2.

Values from the calculation:
HOMO-LUMO gap (spin up / spin down): 0.368 / 0.237 Ha
LUMO level (spin up / spin down): -0.3170 / -0.4421 Eh
Spin multiplicity: 2
ΔE to the lowest compared entry with this formula, charge and spin: 40.7 kcal/mol
Calculated total energy: -28493.519 eV
Total charge: +2

CARTESIAN COORDINATES (ANGSTROEM)
N  0.267  -1.016  -1.916
C  1.141  0.206  -1.664
C  1.975  -0.212  -0.535
S  0.908  -0.607  0.926
S  0.790  0.583  2.538
C  -0.670  1.562  2.837
H  0.765  -1.836  -1.640
H  -0.167  -1.137  -2.846
H  -0.594  -1.009  -1.208
H  0.557  1.029  -1.310
H  1.635  0.460  -2.674
H  2.489  -1.175  -0.829
H  2.870  0.384  -0.204
H  -1.081  1.148  3.834
H  -1.648  1.484  2.270
H  -0.621  2.685  3.007
H  -3.117  -0.224  0.308
H  -2.922  -1.553  -0.577
O  -2.578  -0.772  -0.319

Forces on atoms 1 to 3 (eV/Å):
-3.5 1.0 1.4
-0.4 0.2 -2.2
3.9 -0.7 1.2

Atomic partial charges in e from the Mulliken method, atoms 1 to 4:
1. N -0.29
2. C -0.24
3. C -0.71
4. S 0.13

=====

3.
The following is a DFT calculation (wB97M-V/def2-TZVPD) of 4 unconnected molecules or ions with the total composition C23H40NO9PS.

Values from the calculation:
HOMO-LUMO gap: 0.298 Ha
LUMO level: 0.0026 Eh
SMILES: CCP(CC)C(=O)O[C@@](O)(CCCS(=O)(=O)O)c1cccnc1.CC(C)=O.CC(C)=O.CC(C)=O
Calculated total energy: -64540.427 eV

CARTESIAN COORDINATES (ANGSTROEM)
C  -6.512  -3.493  0.578
C  -6.555  -1.966  0.476
P  -4.982  -1.074  0.144
C  -4.847  -0.767  -1.668
C  -3.489  -1.119  -2.276
C  -3.561  -2.214  0.590
O  -3.427  -3.333  0.200
O  -2.703  -1.602  1.437
C  -1.352  -2.077  1.521
O  -1.268  -3.319  2.166
C  -0.680  -2.162  0.156
C  0.761  -2.685  0.263
C  1.315  -3.173  -1.090
S  2.640  -2.144  -1.655
O  3.264  -2.814  -2.757
O  3.479  -1.789  -0.559
O  1.944  -0.822  -2.200
C  -0.619  -1.025  2.365
C  0.403  -1.387  3.232
C  1.043  -0.367  3.917
C  0.638  0.944  3.717
N  -0.361  1.316  2.918
C  -0.960  0.320  2.266
H  -5.726  -3.815  1.258
H  -7.444  -3.897  0.972
H  -6.303  -3.965  -0.380
H  -7.279  -1.690  -0.292
H  -6.941  -1.566  1.412
H  -4.997  0.299  -1.790
H  -5.647  -1.243  -2.233
H  -2.687  -0.598  -1.753
H  -3.315  -2.191  -2.327
H  -3.475  -0.742  -3.301
H  -1.985  -3.366  2.808
H  -0.620  -1.134  -0.207
H  -1.241  -2.787  -0.533
H  1.377  -1.859  0.615
H  0.840  -3.459  1.020
H  1.785  -4.143  -0.954
H  0.529  -3.244  -1.837
H  1.456  -1.080  -2.998
H  0.700  -2.417  3.357
H  1.855  -0.578  4.597
H  1.160  1.737  4.239
H  -1.776  0.599  1.612
C  4.734  0.922  0.357
C  5.937  1.226  1.208
C  7.254  0.644  0.755
O  5.860  1.904  2.209
H  3.856  1.398  0.790
H  4.884  1.301  -0.656
H  4.566  -0.153  0.314
H  7.502  1.014  -0.241
H  7.188  -0.444  0.721
H  8.039  0.934  1.449
C  -7.021  0.788  -5.978
C  -6.231  1.292  -4.796
C  -5.431  2.556  -4.999
O  -6.237  0.712  -3.734
H  -7.548  -0.122  -5.701
H  -7.746  1.540  -6.291
H  -6.351  0.574  -6.812
H  -6.094  3.378  -5.274
H  -4.699  2.412  -5.795
H  -4.912  2.811  -4.078
C  8.392  5.882  3.958
C  8.257  5.410  2.528
C  6.973  4.711  2.167
O  9.142  5.586  1.723
H  9.357  6.367  4.091
H  7.599  6.593  4.194
H  8.319  5.034  4.640
H  6.126  5.380  2.331
H  6.846  3.819  2.776
H  7.001  4.422  1.119

Forces on atoms 1 to 3 (eV/Å):
0.2 -0.1 0.1
0.0 -1.0 0.0
-0.2 2.0 1.0

Atomic partial charges in e from the Mulliken method, atoms 1 to 4:
1. C -1.17
2. C -0.47
3. P -0.23
4. C -0.43

=====

4.
The following is a DFT calculation (wB97M-V/def2-TZVPD) of a molecular structure, C3H4CeO2.

Values from the calculation:
HOMO-LUMO gap (spin up / spin down): 0.218 / 0.219 Ha
LUMO level (spin up / spin down): -0.2204 / -0.2202 Eh
Spin multiplicity: 2
ΔE to the lowest compared entry with this formula, charge and spin: 0.0 kcal/mol
Calculated total energy: -20189.817 eV
Total charge: +1

CARTESIAN COORDINATES (ANGSTROEM)
C  -3.423  0.995  0.448
O  -2.118  1.451  0.419
C  1.674  -3.184  0.060
C  1.637  -1.985  -0.182
O  1.334  -0.772  -0.324
Ce  0.022  1.228  -0.264
H  -4.132  1.802  0.719
H  -3.760  0.599  -0.529
H  -3.552  0.177  1.184
H  1.777  -4.248  0.156

Forces on atoms 1 to 3 (eV/Å):
-1.9 -0.6 0.2
4.8 -0.1 -1.4
0.2 1.5 -0.6

Atomic partial charges in e from the Mulliken method, atoms 1 to 4:
1. C -0.51
2. O -0.61
3. C -0.33
4. C 0.13

=====

5.
The following is a DFT calculation (wB97M-V/def2-TZVPD) of 2 unconnected molecules or ions with the total composition C5H12O.

Values from the calculation:
HOMO-LUMO gap: 0.320 Ha
LUMO level: 0.0174 Eh
ΔE to the lowest compared entry with this formula, charge and spin: 94.2 kcal/mol
Calculated total energy: -7423.227 eV

CARTESIAN COORDINATES (ANGSTROEM)
C  -1.217  1.032  -1.504
C  -0.363  -1.120  0.129
C  -1.666  -1.130  0.845
C  0.666  -0.307  0.809
C  1.858  0.104  -0.043
O  2.886  0.529  0.834
H  -0.645  1.564  -2.267
H  -1.148  1.563  -0.550
H  -2.265  0.949  -1.803
H  -0.803  0.018  -1.410
H  -1.854  -0.342  1.595
H  -1.659  -2.108  1.355
H  -2.508  -1.191  0.143
H  0.318  0.538  1.429
H  1.031  -1.074  1.523
H  1.561  0.917  -0.725
H  2.169  -0.752  -0.659
H  3.639  0.810  0.302

Forces on atoms 1 to 3 (eV/Å):
0.0 0.1 0.0
0.0 0.1 0.4
0.1 0.0 0.0

Atomic partial charges in e from the Mulliken method, atoms 1 to 4:
1. C -1.11
2. C -0.39
3. C -0.92
4. C -0.47

=====

6.
The following is a DFT calculation (wB97M-V/def2-TZVPD) of a single C6H12OS molecule.

Values from the calculation:
HOMO-LUMO gap: 0.291 Ha
LUMO level: 0.0220 Eh
SMILES: CC=S1(=O)CCCC1
ΔE to the lowest compared entry with this formula, charge and spin: 112.1 kcal/mol
Calculated total energy: -19294.527 eV

CARTESIAN COORDINATES (ANGSTROEM)
C  -3.184  0.074  0.130
C  -2.096  -0.704  -0.527
S  -0.453  0.060  0.109
O  -0.580  1.512  -0.037
C  0.753  -0.409  -1.234
C  2.106  -0.164  -0.747
C  1.937  0.702  0.525
C  0.944  0.063  1.374
H  -2.904  1.152  0.072
H  -4.188  -0.134  -0.230
H  -3.222  -0.041  1.265
H  -1.934  -1.738  -0.513
H  0.350  0.124  -2.118
H  0.612  -1.540  -1.452
H  2.893  0.160  -1.485
H  2.481  -1.220  -0.368
H  2.893  0.789  1.065
H  1.667  1.672  0.304
H  1.366  -0.923  1.648
H  0.559  0.563  2.219

Forces on atoms 1 to 3 (eV/Å):
0.5 0.7 2.5
2.8 2.6 0.6
-0.7 -1.0 -2.9

Atomic partial charges in e from the Mulliken method, atoms 1 to 4:
1. C -0.93
2. C -0.51
3. S 0.83
4. O -0.66

=====

7.
The following is a DFT calculation (wB97M-V/def2-TZVPD) of a single C7H10 molecule.

Values from the calculation:
HOMO-LUMO gap: 0.338 Ha
LUMO level: 0.0361 Eh
ΔE to the lowest compared entry with this formula, charge and spin: 90.1 kcal/mol
Calculated total energy: -7417.127 eV

CARTESIAN COORDINATES (ANGSTROEM)
C  -1.772  -0.111  0.342
C  -0.577  -0.662  1.245
C  0.383  -1.178  0.165
C  0.408  0.044  -0.789
C  1.724  0.812  -0.696
C  -0.608  0.810  1.330
C  -0.685  0.910  -0.152
H  -2.019  -0.840  -0.431
H  -2.663  0.280  0.826
H  -0.764  -1.272  2.129
H  0.021  -2.098  -0.314
H  1.374  -1.390  0.586
H  0.190  -0.240  -1.828
H  2.580  0.198  -0.998
H  1.703  1.718  -1.312
H  1.877  1.120  0.344
H  -0.959  1.847  -0.639

Forces on atoms 1 to 3 (eV/Å):
-0.4 -0.1 -0.1
0.0 -0.2 0.2
0.0 0.0 0.1

Atomic partial charges in e from the Mulliken method, atoms 1 to 4:
1. C -0.54
2. C -0.04
3. C -0.96
4. C 0.42

=====

8.
The following is a DFT calculation (wB97M-V/def2-TZVPD) of 2 unconnected molecules or ions with the total composition CH2INO2.

Values from the calculation:
HOMO-LUMO gap: 0.324 Ha
LUMO level: -0.0311 Eh
SMILES: N=C=O.OI
ΔE to the lowest compared entry with this formula, charge and spin: 21.5 kcal/mol
Calculated total energy: -14753.801 eV

CARTESIAN COORDINATES (ANGSTROEM)
N  -1.961  1.276  -0.782
C  -1.228  2.001  -0.146
O  -0.782  2.895  0.405
H  -1.973  0.341  -0.692
O  0.768  -0.498  0.021
I  2.398  0.538  -0.091
H  0.578  -0.969  0.831

Forces on atoms 1 to 3 (eV/Å):
0.3 3.0 -0.5
-2.0 -0.7 -0.9
1.7 1.5 1.1

Atomic partial charges in e from the Mulliken method, atoms 1 to 4:
1. N -0.48
2. C 0.57
3. O -0.35
4. H 0.28